[1]
# C8H7N3O5OsS2

A molecular structure, C8H7N3O5OsS2 in a non-equilibrium geometry (ωB97M-V with the def2-TZVPD basis set, OMol25).

Summary:
- E_LUMO: -1.1363 eV
- Energy above the lowest of the compared OMol25 structures with the same formula, charge and spin: 0.6 kcal per mole
- Gap between HOMO and LUMO: 8.0 eV
- Highest occupied orbital energy: -0.3368 Ha

Each line ends with the Mulliken charge.
CARTESIAN COORDINATES (ANGSTROEM)
Os1 1.0965 0.7272 -0.9328  1.20
N1 4.2280 -1.9275 0.3752  -0.41
C1 3.0536 -1.2853 0.1892  0.60
S1 2.8242 -0.5223 -1.4200  -0.32
N2 2.1471 -1.2485 1.0927  -1.01
N3 0.9928 -0.6076 0.6307  0.59
C2 -0.0895 -1.0348 1.1775  -0.15
C3 -1.4137 -0.6744 0.7517  0.39
C4 -2.4973 -1.0760 1.5517  -0.76
C5 -3.7929 -0.8130 1.1800  -0.68
C6 -4.0347 -0.1479 -0.0250  -0.41
C7 -2.9917 0.2415 -0.8352  -0.49
C8 -1.6726 -0.0205 -0.4597  0.77
O1 -0.7215 0.3798 -1.3264  -0.81
H1 5.0100 -1.6802 -0.2059  0.23
H2 4.4343 -2.2477 1.3076  0.25
H3 0.0251 -1.7472 1.9888  0.41
H4 -2.2899 -1.6006 2.4766  0.36
H5 -4.6152 -1.1206 1.8106  0.40
H6 -5.0513 0.0631 -0.3300  0.37
H7 -3.1583 0.7547 -1.7724  0.44
O2 0.9788 4.4387 -1.3207  -0.55
S2 1.7437 3.2609 -1.5317  1.17
O3 3.1335 3.3724 -1.8254  -0.55
O4 1.0383 2.2005 -2.3862  -0.55
O5 1.6228 2.3152 -0.1608  -0.50


[2]
# C5H38N2O12

13 unconnected molecules or ions with the total composition C5H38N2O12 (ωB97M-V with the def2-TZVPD basis set, OMol25).

Summary:
- E_LUMO (spin up / spin down): 2.4067 / 2.3874 eV
- 2S+1: 2
- Energy above the lowest of the compared OMol25 structures with the same formula, charge and spin: 0.0 kcal per mole
- Gap between HOMO and LUMO (spin up / spin down): 2.7 / 9.0 eV
- Charge: -1
- <S²>: 0.7504
- Highest occupied orbital energy (spin up / spin down): -0.0123 / -0.2446 Ha

Each line ends with the Mulliken spin population.
CARTESIAN COORDINATES (ANGSTROEM)
N1 1.0605 0.9477 1.0879  0.16
C1 0.3895 0.3687 -0.1088  -0.45
C2 -0.9905 -0.1729 0.2702  0.34
C3 0.3628 1.4150 -1.2271  1.22
N2 0.2139 0.7448 -2.5396  -0.14
C4 1.2081 1.2217 -3.4890  0.02
C5 -1.1324 0.9044 -3.1021  0.37
H1 0.5244 1.7646 1.4101  0.00
H2 1.0094 0.2532 1.8331  -0.01
H3 1.0158 -0.4680 -0.4318  -0.01
H4 -1.5759 -0.4502 -0.6031  0.01
H5 -0.8737 -1.0737 0.8645  0.00
H6 -1.5682 0.5123 0.8668  -0.04
H7 -0.4064 2.1538 -0.9898  -0.55
H8 1.2879 1.9945 -1.2398  0.07
H9 2.2140 1.1438 -3.0608  0.02
H10 1.0656 2.2701 -3.7803  -0.01
H11 1.2265 0.5957 -4.3851  -0.01
H12 -1.8924 0.5453 -2.4180  -0.07
H13 -1.3671 1.9397 -3.3749  0.01
H14 -1.1910 0.2984 -4.0096  0.02
H15 2.1706 -3.1202 0.3428  0.00
H16 0.8277 -3.6446 0.9115  0.00
O1 1.6974 -3.2452 1.1763  0.00
H17 -1.8768 2.7411 1.3161  0.41
H18 -1.3105 3.7116 2.4478  0.02
O2 -1.1909 2.8522 2.0264  0.14
H19 2.8728 3.5650 0.5386  0.00
H20 2.6962 2.0660 0.3953  0.00
O3 3.1158 2.8330 -0.0432  -0.01
H21 1.0633 -2.0950 2.2891  0.00
H22 -0.2603 -1.8551 3.0548  0.00
O4 0.6112 -1.4613 2.9000  0.00
H23 -1.2537 1.5262 3.2377  0.01
H24 -0.4155 0.2987 3.6725  0.00
O5 -1.2186 0.7758 3.8884  0.07
H25 0.5747 -2.2079 -2.3934  0.00
H26 1.7368 -3.0801 -1.9066  0.00
O6 0.7732 -3.0971 -2.0797  0.00
H27 3.5957 -1.7189 -0.9176  0.00
H28 3.0506 -1.5266 -2.3654  0.00
O7 3.3029 -2.2104 -1.7267  0.00
H29 -1.2904 -3.4787 0.3040  0.00
H30 -0.1903 -3.7495 -0.7990  0.00
O8 -0.5814 -4.0947 0.0503  0.00
H31 -2.2716 2.1546 -0.6303  0.13
H32 -3.4266 3.1633 -0.4731  0.78
O9 -2.9728 2.4071 -0.0187  -2.17
H33 -4.9806 0.0092 0.7034  -0.06
H34 -3.7310 0.9049 0.4447  0.36
O10 -4.0143 -0.0151 0.6379  0.36
H35 3.3372 -1.3562 1.3176  0.00
H36 3.2287 -0.0417 0.5703  0.00
O11 3.7692 -0.8525 0.6144  0.00
H37 -3.2411 -1.0963 2.4296  -0.01
H38 -2.2245 -0.5670 3.4595  0.00
O12 -2.5541 -1.4037 3.0521  0.01


[3]
# C43H27Cl92IN2O8

A molecular structure, C43H27Cl92IN2O8 in a non-equilibrium geometry (ωB97M-V with the def2-TZVPD basis set, OMol25).

Summary:
- E_LUMO: -2.3746 eV
- Gap between HOMO and LUMO: 6.3 eV
- Highest occupied orbital energy: -0.3192 Ha

Each line ends with the Mulliken charge.
CARTESIAN COORDINATES (ANGSTROEM)
C1 6.7588 -1.1278 1.3707  -0.96
C2 6.5496 -1.4807 -0.2505  0.36
O1 7.6655 -1.5323 -0.9973  -0.47
N1 5.1387 -1.6959 -0.7436  1.11
C3 5.0729 -2.1777 -2.1744  0.28
C4 5.6444 -1.4044 -3.5017  -0.88
O2 4.4894 -3.3905 -2.3780  -0.44
C5 4.2170 -0.5370 -0.4588  -0.45
C6 2.7616 -0.8888 -0.2104  -0.41
O3 2.2606 -2.2718 -0.2423  0.07
C7 2.4367 -2.9601 1.0459  -0.23
C8 1.5328 -4.3507 1.0914  -0.13
N2 0.3928 -4.3739 0.0930  -0.35
C9 -0.7206 -3.4154 0.4531  -0.02
C10 -1.9848 -3.3944 -0.5940  0.48
C11 -1.5690 -3.2965 -2.1784  -0.89
O4 -2.9509 -4.5040 -0.3585  -0.43
C12 1.6740 0.3254 0.0580  0.38
O5 0.6722 0.0691 0.9024  -0.24
C13 1.9338 1.7809 -0.7016  0.82
C14 0.7299 2.8144 -1.1695  0.57
C15 -0.5634 2.8452 -0.1620  -0.14
C16 -1.8282 1.8896 -0.6641  0.41
C17 -3.3098 2.5977 -0.3992  -0.57
O6 -3.8764 2.2838 0.9301  -0.21
C18 -4.4695 0.9309 0.9589  0.28
O7 -5.6222 0.6615 0.3055  -0.41
C19 3.3962 2.1186 -0.9306  -1.01
I1 4.1036 3.9875 -1.8588  0.02
C20 4.5877 1.0546 -0.4348  0.64
O8 5.7248 1.6174 -0.0226  -0.58
H1 5.8389 -0.5670 1.8363  0.21
H2 7.0871 -2.0819 1.9876  0.27
H3 7.6839 -0.3774 1.4218  0.29
H4 6.5458 -0.6701 -3.2627  0.27
H5 6.0822 -2.2521 -4.2169  0.23
H6 4.8047 -0.8583 -4.1262  0.29
H7 2.2204 -2.2463 1.9567  0.25
H8 3.5723 -3.3264 1.0723  0.11
H9 1.1286 -4.4181 2.2127  -0.09
H10 2.2535 -5.2593 0.8360  0.33
H11 0.7162 -4.2737 -0.8952  0.27
H12 -0.2575 -2.3305 0.4470  -0.17
H13 -1.1574 -3.7047 1.5075  0.16
H14 -2.5963 -2.3985 -0.3503  -0.10
H15 -2.3633 -2.6311 -2.7422  0.45
H16 -1.6178 -4.3674 -2.6543  0.20
H17 -0.5078 -2.7872 -2.3622  0.09
H18 -3.8532 -4.1703 -0.6478  0.30
H19 0.3286 2.4348 -2.2222  -0.51
H20 1.0829 3.9251 -1.3117  0.10
H21 -0.9785 3.9400 -0.1265  0.42
H22 -0.2292 2.5220 0.9374  -0.45
H23 -1.7875 1.7048 -1.8426  0.22
H24 -1.8736 0.8513 -0.1083  -0.16
H25 -4.1009 2.2628 -1.2257  0.12
H26 -3.2334 3.7792 -0.4570  0.27
H27 -3.8579 0.1020 1.5557  0.30
C21 -0.1222 2.3640 4.1919  -0.02
Cl1 0.0508 4.1349 4.2837  0.04
Cl2 -1.3294 1.9489 2.9489  0.06
Cl3 1.4462 1.6353 3.7632  -0.09
Cl4 -0.6566 1.7367 5.7717  -0.04
C22 1.3778 4.2211 -5.2319  0.25
Cl5 3.0678 3.6758 -5.3768  -0.12
Cl6 0.3617 2.8657 -4.6799  -0.10
Cl7 1.2825 5.5534 -4.0527  0.04
Cl8 0.7991 4.7895 -6.8183  -0.09
C23 -8.5223 1.2520 -1.7290  0.26
Cl9 -9.9917 1.8756 -2.5203  -0.04
Cl10 -8.7751 1.1961 0.0338  -0.06
Cl11 -8.1739 -0.3883 -2.3312  -0.13
Cl12 -7.1482 2.3245 -2.0982  -0.09
C24 -5.0917 -6.2572 1.9768  0.19
Cl13 -5.9448 -4.7115 1.7372  -0.07
Cl14 -5.0745 -7.1696 0.4465  -0.10
Cl15 -3.4178 -5.9375 2.4965  0.05
Cl16 -5.9300 -7.2106 3.2272  -0.08
C25 0.3082 -7.1957 4.5960  0.23
Cl17 -1.1613 -6.5721 3.8048  -0.04
Cl18 0.0554 -7.2516 6.3588  -0.02
Cl19 0.6566 -8.8360 3.9938  -0.11
Cl20 1.6823 -6.1232 4.2268  -0.10
C26 -0.5918 -4.0114 -6.2147  0.00
Cl21 -1.9381 -4.3383 -5.0946  -0.10
Cl22 -0.9957 -2.6079 -7.2352  0.03
Cl23 0.8855 -3.6619 -5.2820  0.07
Cl24 -0.3186 -5.4376 -7.2474  0.05
C27 3.0083 -3.5478 -9.2216  0.21
Cl25 4.0557 -2.1968 -8.7192  -0.09
Cl26 2.9545 -3.6277 -11.0007  -0.10
Cl27 3.6601 -5.0759 -8.5779  -0.07
Cl28 1.3627 -3.2906 -8.5886  0.07
C28 -13.7917 2.7619 -1.7507  0.31
Cl29 -13.5474 2.4932 -3.4950  -0.09
Cl30 -15.5354 2.8930 -1.4084  -0.11
Cl31 -13.1086 1.3930 -0.8374  -0.05
Cl32 -12.9756 4.2684 -1.2617  -0.08
C29 -4.9354 -6.6633 7.4792  0.24
Cl33 -5.9677 -7.4375 6.2506  -0.07
Cl34 -3.2242 -7.0001 7.1148  0.01
Cl35 -5.2107 -4.9031 7.4629  -0.08
Cl36 -5.3388 -7.3127 9.0887  -0.11
C30 3.1647 6.7784 3.6055  0.18
Cl37 4.5890 6.2772 4.5512  -0.12
Cl38 2.7848 5.5270 2.3955  0.10
Cl39 1.7722 6.9916 4.6964  -0.08
Cl40 3.5125 8.3179 2.7786  -0.07
C31 3.7646 5.7729 -9.8807  0.24
Cl41 2.7323 4.9987 -11.1093  -0.07
Cl42 5.4758 5.4361 -10.2451  -0.11
Cl43 3.4893 7.5331 -9.8970  -0.11
Cl44 3.3612 5.1235 -8.2712  0.04
C32 -3.4354 0.1791 -8.9913  0.30
Cl45 -4.7818 -0.1479 -7.8711  -0.08
Cl46 -3.8393 1.5826 -10.0118  -0.10
Cl47 -1.9581 0.5286 -8.0585  -0.06
Cl48 -3.1622 -1.2471 -10.0239  -0.09
C33 -6.4353 0.3443 4.5926  0.07
Cl49 -5.6878 1.9245 4.9371  0.09
Cl50 -5.1744 -0.9139 4.5564  -0.06
Cl51 -7.6225 -0.0410 5.8642  -0.10
Cl52 -7.2568 0.4076 3.0127  0.03
C34 7.9647 -4.7752 -2.7318  0.33
Cl53 8.3195 -3.4338 -3.8495  -0.10
Cl54 6.7287 -5.8373 -3.4521  -0.08
Cl55 9.4518 -5.7106 -2.4355  -0.11
Cl56 7.3586 -4.1191 -1.1900  -0.02
C35 -2.2353 3.7209 8.8581  0.11
Cl57 -1.1161 2.5862 9.6544  -0.04
Cl58 -3.3115 4.4479 10.0778  -0.08
Cl59 -1.3028 5.0049 8.0480  -0.05
Cl60 -3.2111 2.8445 7.6520  0.00
C36 3.7646 1.5577 -12.9021  0.26
Cl61 4.4194 2.7812 -11.7845  0.00
Cl62 4.8314 0.1307 -12.9116  -0.09
Cl63 2.1344 1.0769 -12.3676  -0.07
Cl64 3.6734 2.2421 -14.5447  -0.10
C37 1.3646 -9.3184 -7.7999  0.33
Cl65 0.0182 -9.6453 -6.6797  -0.09
Cl66 0.9607 -7.9148 -8.8204  -0.08
Cl67 2.8419 -8.9688 -6.8671  -0.08
Cl68 1.6378 -10.7445 -8.8325  -0.10
C38 1.6647 -8.7855 9.9064  0.32
Cl69 1.9090 -9.0542 8.1621  -0.05
Cl70 -0.0790 -8.6544 10.2486  -0.08
Cl71 2.3478 -10.1544 10.8196  -0.10
Cl72 2.4808 -7.2790 10.3953  -0.09
C39 0.1646 5.5800 12.6205  0.29
Cl73 0.0505 5.6261 10.8431  0.02
Cl74 -0.4902 7.0926 13.2972  -0.10
Cl75 -0.7728 4.1974 13.2404  -0.09
Cl76 1.8712 5.4040 13.1017  -0.11
C40 7.3647 7.8859 1.3519  0.25
Cl77 7.7195 9.2273 0.2342  -0.10
Cl78 6.1287 6.8239 0.6316  -0.02
Cl79 8.8518 6.9505 1.6483  -0.10
Cl80 6.7586 8.5420 2.8937  -0.07
C41 3.4647 3.7239 8.6715  0.15
Cl81 3.8195 5.0653 7.5539  -0.03
Cl82 2.2287 2.6618 7.9512  0.00
Cl83 4.9518 2.7885 8.9679  -0.11
Cl84 2.8586 4.3800 10.2133  0.01
C42 1.9646 8.5515 -1.3536  0.17
Cl85 1.8505 8.5976 -3.1310  -0.09
Cl86 1.3098 10.0641 -0.6770  -0.09
Cl87 1.0272 7.1689 -0.7338  -0.02
Cl88 3.6712 8.3755 -0.8724  0.00
C43 -8.5354 4.8658 5.1572  0.25
Cl89 -9.8818 4.5389 6.2773  -0.10
Cl90 -8.9393 6.2693 4.1367  -0.10
Cl91 -7.0581 5.2153 6.0899  -0.08
Cl92 -8.2622 3.4396 4.1246  -0.01


[4]
# C4H8N4

C4H8N4 in the gas phase in a non-equilibrium geometry (ωB97M-V with the def2-TZVPD basis set, OMol25).

Summary:
- E_LUMO: 0.5306 eV
- Energy above the lowest of the compared OMol25 structures with the same formula, charge and spin: 76.7 kcal per mole
- Gap between HOMO and LUMO: 9.8 eV
- Structure (SMILES): CNC(=NC#N)NC
- Highest occupied orbital energy: -0.3403 Ha

Each line ends with the Mulliken charge.
CARTESIAN COORDINATES (ANGSTROEM)
C1 1.6199 -1.9600 -0.3176  -1.08
N1 0.3233 -1.5598 0.0003  -0.40
C2 0.1173 -0.1179 0.0008  0.58
N2 1.1019 0.6529 -0.2455  -0.56
C3 0.9756 1.9546 -0.1677  0.56
N3 0.9436 3.1631 -0.0414  -0.60
N4 -1.2010 0.1398 0.2017  -0.29
C4 -1.7495 1.5428 0.2688  -1.08
H1 2.1825 -1.7870 0.5960  0.34
H2 1.9341 -1.7798 -1.2112  0.46
H3 1.7143 -3.0882 -0.2192  0.35
H4 -0.4220 -1.9488 -0.6476  0.30
H5 -1.8294 -0.6207 0.6373  0.30
H6 -1.2818 2.0500 1.1367  0.31
H7 -2.9036 1.6463 0.5973  0.22
H8 -1.5251 1.7129 -0.5887  0.58